1.
{"formula": "C5H12O2", "method": "ωB97M-V with the def2-TZVPD basis set", "symbols": ["C", "C", "C", "O", "C", "C", "O", "H", "H", "H", "H", "H", "H", "H", "H", "H", "H", "H", "H"], "coordinates": [[-1.64624, -1.01166, 0.62513], [-0.21354, -0.93113, 0.10081], [-0.09143, -0.07042, -1.15887], [-0.91770, 1.07218, -1.00714], [1.38347, 0.31021, -1.11767], [1.54912, 0.59611, 0.36931], [0.77370, -0.41332, 1.01239], [-1.70475, -1.48277, 1.61019], [-2.13528, -0.03708, 0.66310], [-2.21017, -1.63903, -0.07759], [0.10980, -1.95278, -0.13933], [-0.88216, 1.11590, 2.46339], [-0.37841, -0.64570, -2.04924], [-0.69701, 1.69118, -1.71355], [1.63542, 1.15170, -1.77176], [1.99468, -0.55321, -1.40352], [1.16010, 1.59355, 0.62331], [2.58673, 0.53098, 0.71305], [-0.31633, 0.67528, 2.25798]], "e_tot_ev": -9473.1834, "orbital_gap_ha": 0.381, "relative_energy_kcal_mol": 45.0, "smiles": "C[C@@H]1OCC[C@@H]1O.[H][H]", "charge": 0, "max_force_ev_per_a": 0.35, "lumo_ev": 0.8}

---

2.
{"formula": "C5H12O2", "method": "ωB97M-V with the def2-TZVPD basis set", "symbols": ["C", "C", "C", "O", "C", "C", "O", "H", "H", "H", "H", "H", "H", "H", "H", "H", "H", "H", "H"], "coordinates": [[-2.36732, -1.28133, 0.59157], [-1.21949, -1.07130, -0.39070], [-0.03162, -0.29907, 0.20365], [0.98367, -1.23412, 0.51697], [0.46692, 0.78581, -0.75421], [1.56672, 1.65941, -0.17516], [2.72558, 0.85454, 0.03302], [-3.19689, -1.81917, 0.12068], [-2.03880, -1.85638, 1.46365], [-2.75479, -0.32009, 0.95058], [-1.59467, -0.55058, -1.28127], [-0.82775, -2.03625, -0.72958], [-0.36595, 0.20912, 1.12954], [1.81762, -0.73988, 0.56926], [-0.37632, 1.43795, -1.01587], [0.81841, 0.31275, -1.68015], [1.22641, 2.09349, 0.77835], [1.79537, 2.48758, -0.86106], [3.37289, 1.36751, 0.53073]], "e_tot_ev": -9474.3777, "orbital_gap_ha": 0.387, "relative_energy_kcal_mol": 17.5, "smiles": "CC[C@@H](O)CCO", "charge": 0, "max_force_ev_per_a": 0.43, "lumo_ev": 0.7}

---

3.
{"formula": "C5H12O2", "method": "ωB97M-V with the def2-TZVPD basis set", "symbols": ["C", "O", "C", "C", "C", "C", "O", "H", "H", "H", "H", "H", "H", "H", "H", "H", "H", "H", "H"], "coordinates": [[0.66240, -2.46409, -1.14181], [0.80807, -1.32237, -0.52250], [-0.14284, -0.45591, -0.26782], [0.22254, 0.84886, 0.36434], [-0.55349, 1.98676, -0.30466], [-0.05739, 0.83022, 1.87356], [0.74276, -0.10527, 2.56059], [-0.31124, -2.94355, -1.15731], [-0.11172, -1.27238, -2.64552], [1.59290, -3.02178, -1.23814], [-0.41783, -0.59053, -2.44593], [-1.16961, -0.81235, -0.32235], [1.29958, 1.00695, 0.23090], [-0.30762, 2.94860, 0.15713], [-1.63592, 1.82951, -0.20799], [-0.31703, 2.04022, -1.37308], [0.17421, 1.80804, 2.30626], [-1.13385, 0.63879, 2.03408], [0.65607, -0.94973, 2.10026]], "e_tot_ev": -9470.1157, "orbital_gap_ha": [0.300, 0.295], "relative_energy_kcal_mol": 115.8, "charge": 0, "max_force_ev_per_a": 0.79, "lumo_ev": [0.6, 0.6]}

---

4.
{"formula": "C5H12O2", "method": "ωB97M-V with the def2-TZVPD basis set", "symbols": ["C", "C", "C", "H", "H", "H", "H", "H", "H", "H", "H", "C", "C", "O", "O", "H", "H", "H", "H"], "coordinates": [[0.24594, 1.00382, -0.98648], [0.59244, 2.04363, 0.06991], [-1.23247, 0.64238, -0.98391], [0.51835, 1.39615, -1.97494], [0.94285, 0.04551, -1.05753], [1.64428, 2.32642, 0.01315], [-1.45448, -0.10319, -1.74583], [-0.00466, 2.94527, -0.05745], [0.38876, 1.64738, 1.06678], [-1.85585, 1.51756, -1.18219], [-1.51856, 0.24232, -0.01849], [-0.63000, -2.21507, 1.17265], [1.27108, -0.98539, 0.50437], [0.29643, -1.14704, 1.38992], [1.44970, -1.65445, -0.51734], [1.99727, -0.26256, 0.90182], [-0.72836, -2.76648, 2.10803], [-1.59813, -1.78279, 0.92152], [-0.32457, -2.89345, 0.37601]], "e_tot_ev": -9473.5402, "orbital_gap_ha": 0.410, "relative_energy_kcal_mol": 36.8, "smiles": "COC=O.CCC", "charge": 0, "max_force_ev_per_a": 3.41, "lumo_ev": 0.9}

---

5.
{"formula": "C5H12O2", "method": "ωB97M-V with the def2-TZVPD basis set", "symbols": ["C", "C", "C", "O", "C", "C", "O", "H", "H", "H", "H", "H", "H", "H", "H", "H", "H", "H", "H"], "coordinates": [[2.36740, 0.27601, 1.28236], [0.93282, 0.66648, 0.95307], [0.29450, -0.24546, -0.09412], [0.40807, -1.60907, 0.24224], [-1.18830, 0.13980, -0.34724], [-1.54083, 0.12638, -1.82453], [-1.98676, -0.76920, 0.40812], [2.39627, -0.73802, 1.68946], [2.99583, 0.29216, 0.38318], [2.80690, 0.96291, 2.01340], [0.31526, 0.66029, 1.86174], [0.90114, 1.69198, 0.55928], [0.84742, -0.12096, -1.03683], [-0.45102, -1.85978, 0.61737], [-1.35955, 1.15026, 0.05055], [-1.30725, -0.84568, -2.27117], [-2.60182, 0.35050, -1.98824], [-0.96484, 0.89662, -2.34808], [-2.85002, -0.85751, -0.01172]], "e_tot_ev": -9474.4749, "orbital_gap_ha": 0.391, "relative_energy_kcal_mol": 15.2, "smiles": "CC[C@@H](O)[C@@H](C)O", "charge": 0, "max_force_ev_per_a": 0.29, "lumo_ev": 0.8}

---

6.
{"formula": "C5H12O2", "method": "ωB97M-V with the def2-TZVPD basis set", "symbols": ["C", "O", "C", "C", "C", "C", "O", "H", "H", "H", "H", "H", "H", "H", "H", "H", "H", "H", "H"], "coordinates": [[2.58637, 0.33142, -0.91619], [1.21425, 0.51208, -0.68699], [0.55386, -0.54249, -0.03278], [-0.92060, -0.16076, -0.06298], [-1.82158, -1.35208, 0.26419], [-1.22754, 1.04656, 0.84167], [-0.56372, 2.23519, 0.46046], [2.76809, -0.53676, -1.56760], [2.93595, 1.23669, -1.41934], [3.13781, 0.20333, 0.02396], [0.69219, -1.49497, -0.57150], [0.92259, -0.68350, 1.00142], [-1.09710, 0.14939, -1.09645], [-2.86620, -1.07376, 0.09667], [-1.71022, -1.67661, 1.30548], [-1.59068, -2.21034, -0.38186], [-2.30240, 1.25808, 0.78647], [-0.99325, 0.78322, 1.89074], [0.28218, 1.97530, 0.06462]], "e_tot_ev": -9473.9442, "orbital_gap_ha": 0.396, "relative_energy_kcal_mol": 27.5, "smiles": "COC[C@@H](C)CO", "charge": 0, "max_force_ev_per_a": 0.55, "lumo_ev": 0.9}